Record 1
{
  "formula": "C4H5BO2",
  "method": "ωB97M-V with the def2-TZVPD basis set",
  "charge": 0,
  "lumo_energy_ev": [-1.2586, -1.2581],
  "e_tot_ha": -330.56208,
  "relative_energy_kj_mol": 501.1,
  "max_force_ev_per_a": 3.8,
  "homo_ev": [-9.548, -9.549],
  "symbols": ["B", "C", "C", "C", "C", "O", "O", "H", "H", "H", "H", "H"],
  "xyz": [[-0.5294, -0.5535, -1.0155], [-0.2957, -1.4909, 0.1280], [-0.0890, -0.6761, 1.1254], [-0.9735, 0.8234, -0.5644], [-0.0444, 0.7961, 0.6913], [-1.6458, 1.7360, -0.8554], [1.4397, -0.0226, -2.2391], [-0.2499, -2.5336, 0.3706], [0.0147, -0.9563, 2.2016], [-0.4454, 1.4922, 1.4713], [0.8917, 1.0946, 0.1573], [1.9271, 0.2907, -1.4709]],
  "forces_ev_per_a": [[3.5, -0.4, -1.4], [-0.4, -2.3, -1.0], [0.6, 2.8, 2.2], [0.2, 0.1, 0.0], [-0.1, -0.1, 0.8], [-1.2, 1.4, -0.5], [-3.0, -0.8, 1.3], [-0.2, -0.5, -0.7], [0.1, 0.2, -1.1], [0.7, -0.3, -0.9], [-0.3, 0.0, 1.3], [0.2, 0.0, 0.2]]
}

***

Record 2
{
  "formula": "C4H5BeO9Se",
  "method": "ωB97M-V with the def2-TZVPD basis set",
  "charge": -1,
  "lumo_energy_ev": 3.2172,
  "e_tot_ha": -3248.95587,
  "max_force_ev_per_a": 2.2,
  "homo_ev": -6.669,
  "symbols": ["Be", "O", "C", "O", "C", "O", "C", "C", "O", "O", "H", "H", "H", "H", "H", "O", "Se", "O", "O", "O"],
  "xyz": [[-0.1901, -1.0140, 0.7393], [2.3674, 0.8419, -1.0028], [1.2454, 0.5352, -0.2428], [1.1187, -0.7695, -0.0562], [-0.0014, 1.1065, -0.9592], [-1.1259, 0.5713, -0.2981], [-2.0696, -0.1310, -1.0820], [-1.9302, -1.6649, -0.8717], [-2.4755, -2.4217, -1.6431], [-1.2437, -1.9710, 0.1593], [3.0655, 0.2410, -0.7071], [0.0393, 0.8056, -2.0086], [-0.0068, 2.1988, -0.8690], [-1.9774, 0.1034, -2.1455], [-3.0665, 0.1659, -0.7358], [1.3358, 1.2452, 0.9844], [1.2745, 0.2210, 2.4004], [1.1166, 1.2258, 3.5883], [-0.0727, -0.6793, 2.2422], [2.5963, -0.6095, 2.5079]],
  "forces_ev_per_a": [[-0.7, -0.7, -0.7], [0.2, 0.3, -0.3], [0.0, 0.4, -1.5], [-0.2, -0.5, 0.1], [0.8, 0.4, -0.2], [0.0, -0.1, 0.4], [-0.3, -0.5, -0.1], [-0.2, 0.8, -0.5], [-0.3, -0.2, -0.2], [0.1, -0.7, 0.6], [-0.1, 0.0, 0.1], [-0.1, 0.0, 0.1], [-0.1, -0.2, -0.1], [0.0, 0.0, 0.1], [0.1, -0.1, -0.1], [-0.2, 0.3, 0.8], [1.2, 1.3, 0.9], [-0.7, 1.5, 1.3], [-1.4, -0.8, -0.4], [1.6, -1.4, -0.4]]
}